This record from the OMol25 dataset describes a cluster of 11 separate species, C28H50Cl20NO2 in total. The level of theory is ωB97M-V/def2-TZVPD.

Geometry as ORCA input:
```
! wB97M-V def2-TZVPD RIJCOSX def2/J DEFGRID3
* xyz 1 1
C -5.310 4.315 -3.949
C 2.168 2.438 -1.921
C -0.531 -2.130 1.835
C 6.366 0.210 0.925
C -3.278 0.852 -7.112
H -1.249 1.804 -4.986
Cl -2.424 -2.207 4.518
H -3.291 0.077 -1.380
H 5.317 1.880 1.774
H -3.440 3.799 -2.977
C 2.373 -2.040 2.680
C -4.234 0.891 -8.287
C -1.683 4.524 0.052
H 10.388 0.100 1.181
H 9.358 1.920 2.438
H -5.850 5.201 -4.286
Cl 6.200 -4.167 0.558
Cl -1.573 -0.896 -3.968
H -3.805 1.425 -9.137
N 1.977 -2.617 1.426
H 5.762 0.085 0.024
Cl 4.044 -0.005 2.349
Cl -4.009 5.944 -2.168
H 4.447 -6.780 -1.385
H -3.310 5.051 -4.220
H -3.553 -0.492 0.768
H -2.401 0.252 -7.367
H 6.141 0.881 2.977
H -4.468 -0.126 -8.608
Cl -0.070 4.966 -0.565
Cl -6.997 -3.502 4.229
Cl 9.755 1.235 4.644
H 9.390 -0.625 2.447
H 0.534 -0.063 -3.303
H -5.251 -2.331 6.905
Cl -3.165 -2.956 7.768
H -4.097 -3.757 5.141
C 5.575 0.854 2.044
H -2.037 -2.710 0.240
Cl 11.699 -0.915 2.835
H -1.772 3.437 0.019
C 4.679 -5.761 -1.070
H -2.778 -2.664 2.000
H 11.085 1.920 2.818
H 3.465 1.760 -0.319
H -8.034 -1.964 1.031
H 0.409 -3.139 -0.083
C -7.328 -2.370 1.758
H 0.326 2.261 -4.321
C -4.223 -2.145 6.588
C -4.017 -2.669 5.181
C -0.229 -1.487 3.255
H 2.078 2.726 0.203
C 1.288 -1.469 3.659
Cl 0.550 0.744 -6.091
H 5.129 -5.238 -1.916
Cl 3.123 -4.972 -0.697
C -0.422 0.401 -3.551
Cl 1.489 0.481 -0.132
O -2.177 1.825 -1.246
H -2.179 -0.033 2.017
C -3.937 4.669 -3.412
C 10.275 -0.014 2.261
H 1.101 2.536 -2.135
H -8.378 -1.716 3.540
C -2.386 0.631 -0.925
C 2.408 1.962 -0.504
Cl -6.024 -1.168 1.939
Cl -2.683 2.473 -6.676
H -6.894 -3.280 1.341
H -4.038 -1.071 6.648
Cl 6.998 -1.388 1.390
C -1.928 5.062 1.447
Cl -6.312 3.484 -2.734
H -0.807 0.888 -2.654
H 5.120 -6.218 1.004
C -0.278 1.418 -4.665
Cl -5.781 1.669 -7.868
Cl 2.874 1.339 -3.132
H 2.703 -3.018 0.799
C -8.038 -2.640 3.069
H -2.413 4.944 -0.642
H 6.487 -6.397 -0.102
H -5.211 3.634 -4.797
H -1.736 6.134 1.505
H -4.771 -2.248 4.515
H -1.065 -1.054 3.930
H -3.744 0.412 -6.229
C 0.603 -2.685 0.954
H 3.470 -1.975 3.009
H 7.228 0.832 0.673
C 10.160 1.350 2.913
H -2.968 4.887 1.734
Cl -0.914 4.251 2.669
C -2.045 -2.177 1.266
C -2.456 -0.615 1.056
H 1.557 -1.020 4.668
H 2.635 3.414 -2.069
H -8.909 -3.273 2.894
O -1.573 -0.103 -0.001
C 5.608 -5.791 0.127
*
```

Results
**LUMO level**: -3.91 eV
**HOMO energy**: -0.4462 Eh
**HOMO-LUMO gap**: 8.23 eV

=====

This record from the OMol25 dataset describes a structure of composition C28H50N3O2P2Pt. The level of theory is ωB97M-V/def2-TZVPD.

Geometry as ORCA input:
```
! wB97M-V def2-TZVPD RIJCOSX def2/J DEFGRID3
* xyz 3 5
H 2.870 -3.426 -3.042
H -2.279 2.081 -5.217
H -1.043 2.532 5.432
H -0.501 4.116 4.818
C 2.772 -1.690 1.614
C -3.058 -1.682 3.568
H 3.331 -1.061 3.591
H 3.796 -1.894 -3.087
H 2.494 1.713 0.468
H -0.667 -1.217 -5.134
H 0.810 -3.386 -3.787
H 5.242 -1.344 0.504
C -3.838 -1.349 4.686
H -0.165 1.384 -3.676
H 0.923 5.025 1.691
O -0.976 0.365 0.826
N -0.883 2.729 3.332
H 4.275 -0.264 2.330
C -2.071 0.541 3.558
H -4.527 -2.083 5.110
H -3.817 0.650 -1.507
H -3.150 -2.657 3.087
C 0.845 -2.315 -4.041
H -1.532 -1.075 2.205
C -0.569 -1.719 -4.161
H -4.245 -0.872 -0.739
C 5.261 -0.381 -0.026
Pt 0.504 -0.917 -1.279
H 3.904 2.363 -0.372
C -2.853 -1.122 -2.361
C 3.566 1.550 0.286
C -1.812 1.110 -5.028
H 0.396 2.792 0.342
H 4.102 1.669 1.237
H 1.989 -0.762 -3.363
C -1.889 2.105 -2.647
H 1.757 -2.839 3.137
H -1.473 2.071 -1.631
H 0.723 -1.639 2.350
C 3.869 0.191 -0.380
C -0.198 3.389 2.376
H 1.003 4.827 3.446
H 2.584 0.226 2.620
H -2.673 -0.129 -0.389
H 3.548 -2.464 1.489
H -3.547 -1.770 -4.348
H -2.564 0.334 -5.199
O -0.907 -3.307 -0.085
H 5.828 0.328 0.587
P -1.151 -0.575 -2.849
H -2.207 3.677 4.683
H 2.553 -3.364 -0.720
H -1.020 0.968 -5.780
H -4.273 0.185 6.151
H 1.140 -3.157 1.511
H 1.149 0.502 -1.821
C 3.275 -0.626 2.582
H -1.266 -2.568 -4.186
C 2.952 -2.419 -2.605
H -4.138 -0.151 -3.850
C -0.802 1.371 1.560
C -2.902 0.877 4.633
C -1.183 3.275 4.642
C -0.394 -2.361 -0.510
H 4.178 -2.694 -0.860
H -4.796 -1.613 -3.097
C 0.329 4.758 2.575
N 1.686 -1.668 -2.986
H 3.835 0.359 -1.469
H 1.382 -2.234 -5.003
H -0.471 5.512 2.657
N -1.264 1.502 2.876
C -0.105 2.588 1.274
C -2.140 -0.773 3.051
C 3.125 -2.504 -1.091
H -2.682 -2.158 -2.016
C 1.520 -2.372 2.170
H -2.935 1.895 4.994
C -1.225 1.102 -3.600
H -2.974 1.965 -2.591
H -1.710 3.120 -3.026
C -3.876 -1.159 -3.498
C -3.410 -0.314 -1.183
C -3.717 -0.070 5.247
P 2.526 -1.060 -0.112
H 5.839 -0.540 -0.946
*
```

Results
**⟨S²⟩**: 6.03
**LUMO level (spin up / spin down)**: -7.58 / -11.69 eV
**HOMO energy (spin up / spin down)**: -0.4727 / -0.6490 Eh
**HOMO-LUMO gap (spin up / spin down)**: 5.28 / 5.97 eV

=====

This record from the OMol25 dataset describes a structure of composition C28H51ClF6NO12Y. The level of theory is ωB97M-V/def2-TZVPD.

Geometry as ORCA input:
```
! wB97M-V def2-TZVPD RIJCOSX def2/J DEFGRID3
* xyz 0 1
N 15.497 -17.431 -20.443
C 12.086 -18.973 -18.623
H 10.539 -16.649 -14.674
F 18.584 -17.262 -20.090
H 17.118 -13.153 -15.587
Y 14.420 -15.317 -19.389
H 12.360 -17.629 -22.353
H 17.046 -20.045 -23.731
H 11.738 -17.017 -15.901
O 14.747 -13.610 -17.781
C 10.677 -16.803 -15.744
C 15.021 -15.199 -23.837
H 11.808 -20.008 -18.808
H 17.961 -14.539 -23.929
H 17.481 -11.309 -23.690
H 17.415 -13.585 -17.295
H 11.432 -18.991 -22.978
C 11.428 -12.537 -22.820
H 17.653 -10.166 -22.334
C 16.347 -19.717 -22.959
C 16.182 -17.921 -21.208
H 15.293 -14.309 -24.403
C 16.948 -10.737 -22.935
H 9.170 -15.757 -16.775
C 11.460 -18.227 -22.203
H 16.144 -20.500 -22.230
H 16.786 -12.170 -21.212
H 12.426 -11.761 -19.609
H 12.327 -11.931 -22.928
C 19.010 -14.500 -23.623
H 12.150 -13.994 -21.407
H 14.777 -15.978 -24.561
H 11.329 -18.460 -18.030
F 9.806 -12.852 -19.805
H 9.334 -18.148 -22.210
O 10.922 -15.635 -17.817
O 11.500 -18.853 -20.916
C 16.720 -13.665 -16.462
C 11.076 -14.397 -18.518
H 13.086 -18.943 -18.198
H 19.474 -15.421 -23.985
C 13.453 -11.999 -16.161
O 14.796 -12.407 -15.905
H 14.418 -18.737 -23.082
H 13.244 -11.864 -17.220
C 19.066 -14.307 -22.107
H 17.296 -17.711 -22.842
H 15.915 -15.518 -23.299
H 18.974 -13.231 -21.932
H 10.149 -17.710 -16.043
C 12.136 -18.209 -19.933
H 12.758 -12.742 -15.762
Cl 14.869 -16.742 -17.129
H 10.127 -16.983 -23.310
H 12.778 -10.459 -20.700
H 16.218 -10.085 -23.411
F 9.575 -14.891 -20.408
H 15.989 -12.612 -22.643
C 14.363 -11.866 -20.567
H 10.944 -14.605 -22.493
C 11.827 -13.974 -22.451
H 19.542 -13.730 -24.185
O 16.733 -14.840 -19.695
H 17.975 -18.888 -21.805
C 9.802 -14.124 -19.341
H 16.698 -14.728 -16.208
O 12.883 -14.346 -23.344
H 15.281 -18.599 -24.519
C 13.179 -10.726 -15.396
O 12.238 -14.489 -19.166
O 15.094 -11.121 -21.373
O 13.993 -15.315 -21.701
F 8.733 -14.232 -18.533
C 17.015 -18.565 -22.209
C 15.098 -19.320 -23.716
O 18.053 -15.063 -21.487
H 12.142 -10.398 -15.464
H 10.065 -16.588 -21.655
C 10.157 -17.445 -22.316
O 12.776 -17.199 -20.040
H 13.744 -9.890 -15.820
C 13.937 -14.976 -22.853
C 15.341 -13.216 -16.814
C 16.207 -11.731 -22.030
H 10.915 -12.551 -23.782
H 13.467 -10.829 -14.350
H 11.107 -13.618 -17.742
O 14.558 -13.045 -20.426
H 18.556 -14.003 -19.816
F 20.178 -15.865 -19.712
C 18.877 -16.101 -19.466
H 13.577 -10.468 -19.140
H 10.776 -12.151 -22.038
C 10.233 -15.612 -16.570
H 14.597 -20.194 -24.129
H 10.371 -14.677 -16.022
H 20.067 -14.643 -21.826
C 13.230 -11.111 -19.950
F 18.713 -16.244 -18.157
C 18.014 -14.935 -20.051
*
```

Results
**Energy relative to the best compared isomer or geometry (same formula, charge and spin)**: 0.00 kJ/mol
**LUMO level**: 0.41 eV
**HOMO energy**: -0.3120 Eh
**HOMO-LUMO gap**: 8.90 eV

=====

This record from the OMol25 dataset describes a cluster of 7 separate species, C28H51O8PS in total. The level of theory is ωB97M-V/def2-TZVPD.

Geometry as ORCA input:
```
! wB97M-V def2-TZVPD RIJCOSX def2/J DEFGRID3
* xyz 0 1
H 3.250 -4.304 4.433
C -3.367 4.906 -6.207
H -3.616 0.713 1.901
H 3.380 -6.057 4.533
H -2.539 3.196 -5.826
C 0.629 -2.478 -2.705
H -0.059 4.697 -2.919
C 1.120 2.022 -0.693
C -0.108 -1.431 -3.250
H -1.317 1.785 3.382
C -2.703 2.426 1.859
H -0.872 0.527 -2.907
H 3.517 -4.127 6.908
H 1.563 -2.240 1.169
H 2.507 -0.830 0.765
O -2.937 1.116 1.348
C -2.234 2.372 3.299
H 1.687 -3.218 -0.985
C -5.461 -1.390 5.962
C -0.649 -2.943 -6.927
H -3.622 3.015 1.775
O 1.065 -2.232 3.646
H -0.109 0.941 0.643
H -4.039 0.227 6.123
C -1.285 -3.027 -8.303
C 3.691 -5.122 5.004
O 0.358 -1.936 -6.885
H -4.918 -2.061 6.628
H 2.249 -0.191 6.068
C -2.067 5.628 -6.509
C 1.122 -2.401 -1.406
O 2.593 4.829 -2.041
H -1.755 -2.077 -8.568
H -0.501 -1.436 -4.254
H 2.196 -0.552 3.579
S 0.572 2.703 -4.735
H -0.527 -3.240 -9.056
H 1.184 -1.592 6.280
H 4.649 2.999 -1.965
H -0.963 1.576 -0.776
H -2.045 3.372 3.694
C 0.194 -0.190 -1.174
H -3.754 -0.861 4.758
H -0.166 -3.885 -6.670
C 5.416 0.383 -0.832
O 2.156 1.789 1.417
H 2.807 -1.820 5.641
H -3.678 5.094 -5.173
C 1.429 -0.978 4.225
C 1.496 -1.235 0.771
C 3.221 -5.068 6.446
H -2.046 -3.808 -8.339
H -4.164 5.248 -6.865
C 3.728 2.859 -1.421
H 0.889 -0.665 1.462
H -5.898 0.966 4.957
H -1.274 5.256 -5.857
H 4.857 0.932 1.086
C 3.626 1.974 -0.434
C 2.295 1.897 0.231
P 0.038 3.299 -2.950
C -0.047 1.119 -0.425
H -6.247 -0.897 6.538
H -1.408 -2.730 -6.165
H -1.224 2.850 -2.538
C 2.536 3.661 -1.767
H -1.758 5.442 -7.537
H -5.944 -1.982 5.185
H 5.308 0.539 -1.894
H 1.519 -5.964 6.140
O -5.219 0.510 4.451
H 0.565 -0.303 4.213
O 1.798 -5.132 6.534
H -2.165 6.705 -6.361
C -4.529 -0.366 5.343
H -0.061 -1.096 -7.097
C 1.948 -1.148 5.639
O -3.236 3.503 -6.415
C 1.245 2.917 -1.679
H 4.778 -5.051 4.941
H 6.110 -0.367 -0.493
C -0.317 -0.290 -2.471
C 4.683 1.076 0.030
H -1.942 2.886 1.227
C 0.920 -1.256 -0.615
H -2.991 1.888 3.919
H 0.382 -2.621 4.202
H 3.658 -5.885 7.030
H 0.822 -3.361 -3.298
*
```

Results
**SMILES**: C=CC1=CC(=O)C([PH2]=S)=C(Cc2ccccc2C)C1=O.CCO.CCO.CCO.CCO.CCO.CCO
**LUMO level**: -1.07 eV
**HOMO energy**: -0.3201 Eh
**HOMO-LUMO gap**: 7.64 eV

=====

This record from the OMol25 dataset describes a cluster of 3 separate species, C28H53BF3N2O5 in total. The level of theory is ωB97M-V/def2-TZVPD.

Geometry as ORCA input:
```
! wB97M-V def2-TZVPD RIJCOSX def2/J DEFGRID3
* xyz -1 3
H -3.885 -1.580 8.258
C 1.473 -1.156 -0.676
C 0.370 3.407 -6.857
H -2.039 -4.067 5.804
N -0.730 -1.753 6.949
H 4.791 1.362 -5.178
H 2.685 5.457 -4.093
C -1.787 -1.944 7.988
H -1.074 -4.003 8.180
C -1.332 -1.313 9.297
H -0.708 3.535 -6.772
H 2.688 4.193 -7.660
O -2.769 -0.287 -2.064
H -2.251 -0.362 5.031
C -1.077 -2.093 5.533
C -1.719 1.670 -0.513
O 2.385 1.178 -4.860
C 3.418 2.746 -6.151
H 5.486 2.297 -6.499
H -1.224 -0.234 9.216
H -1.670 3.177 -2.044
H 2.644 0.586 -0.724
H -2.077 -1.517 10.066
H 2.282 5.376 -5.791
C 4.590 1.773 -6.164
H -2.759 -3.905 7.656
C 3.356 3.341 -7.570
C -0.636 -3.457 1.558
H 0.776 4.389 -7.101
H -3.008 -0.217 7.590
H -0.275 -4.103 5.749
H 1.586 -2.185 -0.344
H 4.401 0.945 -6.848
H -4.405 -1.118 5.838
C 0.935 2.815 -5.546
C 0.961 -1.104 -2.109
H -1.108 2.148 0.252
H -1.219 -3.847 4.289
H -0.163 -1.931 3.580
C -2.398 -1.442 5.128
H -2.342 -3.574 9.316
N 2.165 2.008 -5.820
C -0.534 -1.469 -2.345
H 4.535 4.449 -5.467
H 3.501 -0.822 -1.346
H -0.378 -1.732 9.621
O -0.849 0.868 -1.280
C -1.319 -2.598 0.745
H 1.557 -1.820 -2.684
C -1.163 -3.615 5.346
H -1.251 -3.492 -2.510
C 3.680 3.856 -5.133
H -2.679 -1.804 4.138
H 3.046 2.584 -8.291
H -3.833 -2.747 6.095
H 0.996 -2.024 4.899
C 1.231 3.936 -4.551
H 2.746 -0.808 1.339
H -2.730 3.558 -0.704
F -1.176 -4.600 2.020
F -1.502 -1.324 1.182
H 1.134 -0.129 -2.556
H -3.235 2.334 -1.863
H -2.466 1.082 0.010
C -3.104 -1.306 7.543
C 0.029 -1.614 4.603
H -2.822 -2.542 -0.773
H 0.101 1.506 -4.007
H 0.551 2.739 -7.699
C -0.158 1.918 -4.980
H 4.346 3.694 -7.860
C -0.838 -2.842 -1.730
H 1.373 3.499 -3.557
H -1.071 2.498 -4.850
H -2.944 -1.085 -2.567
O -0.244 -0.561 7.025
H -2.041 -4.055 -0.444
H 0.109 -0.529 4.595
C 2.469 4.761 -4.905
H 0.067 -3.358 -1.414
H 0.818 -0.633 0.018
C -2.380 2.752 -1.346
C -2.003 -3.444 8.288
B -1.372 -0.296 -1.856
F 0.625 -3.276 1.972
C -3.527 -1.698 6.127
C -1.851 -2.982 -0.564
H 3.967 3.406 -4.178
O 3.449 -0.636 0.709
H 0.355 4.584 -4.482
H -0.377 1.088 -5.653
C 2.826 -0.479 -0.572
*
```

Results
**⟨S²⟩**: 3.02
**Energy relative to the best compared isomer or geometry (same formula, charge and spin)**: 0.00 kJ/mol
**LUMO level (spin up / spin down)**: 2.10 / 2.21 eV
**HOMO energy (spin up / spin down)**: -0.0409 / -0.0858 Eh
**HOMO-LUMO gap (spin up / spin down)**: 3.22 / 4.55 eV